(1)
Density functional theory data (wB97M-V/def2-TZVPD) for a 2-piece molecular cluster, CH5NOS2 overall.

Element x y z (Å)
1 N 1.5388 -0.8113 -4.1279
2 C 1.8554 0.4728 -3.7289
3 O 0.9959 1.3081 -3.5775
4 H 0.5696 -0.9393 -4.4233
5 H 1.8055 -1.5703 -3.5157
6 H 2.9390 0.6411 -3.6149
7 S -3.3951 0.3764 6.4665
8 S -2.6467 -0.4615 4.6409
9 H -2.2516 1.2456 6.6940
10 H -1.4107 -0.2616 5.1868

Atomic forces in eV per Å
N -0.39 -0.73 -0.32
C -1.03 -0.24 0.22
O 0.70 0.41 -0.30
H 0.30 0.39 0.37
H 0.57 0.07 -0.21
H -0.14 0.10 0.24
S 1.69 1.07 -0.01
S 0.63 0.71 1.19
H -1.94 -1.22 -0.41
H -0.38 -0.56 -0.78

gap between HOMO and LUMO: 8.84 eV
energy relative to the best compared isomer or geometry (same formula, charge and spin): 22.76 kcal per mole
E_LUMO: 0.1 eV
SMILES: NC=O.SS

These are the Löwdin partial charges, in e, on atoms 1 to 2:
1 N 0.08
2 C -0.41


(2)
Density functional theory data (wB97M-V/def2-TZVPD) for a 2-piece molecular cluster, C14H16 overall.

Element x y z (Å)
1 C -1.1572 1.1395 3.3383
2 C 0.0067 0.3791 2.7823
3 C 1.2145 0.3400 3.4935
4 C 2.2104 -0.5446 3.1326
5 C 2.1357 -1.3398 1.9618
6 C 0.9851 -1.1914 1.2352
7 C -0.0505 -0.3206 1.6103
8 H -2.1090 0.8272 2.8907
9 H -1.0215 2.2191 3.1607
10 H -1.2296 0.9529 4.4031
11 H 1.5465 1.0051 4.2850
12 H 3.2398 -0.5405 3.4951
13 H 2.9754 -1.9417 1.6515
14 H 0.8078 -1.6212 0.2254
15 H -0.8787 -0.2812 0.8990
16 C 0.3582 -1.9263 -2.4207
17 C -0.2819 -0.5528 -2.4297
18 C 0.4738 0.5717 -2.3173
19 C -0.0653 1.8351 -2.5525
20 C -1.3846 1.9355 -2.9042
21 C -2.1890 0.7755 -2.8994
22 C -1.6927 -0.4961 -2.7223
23 H 1.1206 -1.9242 -1.6291
24 H 0.6797 -2.2961 -3.3940
25 H -0.3543 -2.6673 -1.9773
26 H 1.5141 0.4880 -2.0049
27 H 0.4921 2.7767 -2.4624
28 H -1.8425 2.9134 -2.8987
29 H -3.2123 0.8882 -3.2574
30 H -2.2915 -1.4033 -2.6945

Atomic forces in eV per Å
C -0.19 0.55 -0.46
C 0.04 0.38 0.82
C 1.18 -0.57 0.12
C 1.34 -0.50 -1.82
C -0.79 0.76 0.95
C -0.78 0.11 -1.92
C 0.19 -1.09 -0.64
H 0.29 0.11 -0.03
H -0.19 -0.27 0.21
H -0.02 0.15 0.22
H -0.96 0.13 0.23
H -0.53 0.32 0.89
H -0.06 -0.15 -0.04
H 0.54 -0.11 1.03
H -0.09 0.22 0.56
C -0.81 -0.41 2.06
C -1.73 -2.00 -1.08
C 0.94 0.92 0.23
C 0.14 0.56 0.05
C -0.64 -0.65 1.12
C -0.88 0.34 -1.35
C 2.17 1.07 0.82
H 0.54 -0.11 -0.90
H 0.23 0.22 0.16
H 0.23 0.44 -0.71
H -0.11 -0.08 -0.23
H 0.11 -0.67 0.07
H -0.15 0.03 -0.58
H -0.05 0.02 0.51
H 0.06 0.27 -0.29

gap between HOMO and LUMO: 9.95 eV
energy relative to the best compared isomer or geometry (same formula, charge and spin): 23.13 kcal per mole
E_LUMO: 0.9 eV
SMILES: Cc1ccccc1.Cc1ccccc1

These are the Löwdin partial charges, in e, on atoms 1 to 2:
1 C -0.05
2 C -0.29


(3)
Density functional theory data (wB97M-V/def2-TZVPD) for the molecule C4H8Cl2.

Element x y z (Å)
1 C 0.5876 -0.3726 1.5850
2 C -0.0948 0.6332 0.7628
3 C -0.5668 -0.2224 -0.4218
4 Cl -2.2797 0.2496 -0.6825
5 C 0.0812 0.0283 -1.8166
6 Cl 1.8255 -0.0271 -1.7269
7 H 1.0176 -0.0546 2.5412
8 H 1.3720 -0.7810 1.1070
9 H -0.2772 -1.0834 1.8423
10 H -0.9819 0.9548 1.3278
11 H 0.3621 1.5965 0.5413
12 H -0.4710 -1.1847 -0.3053
13 H -0.2109 0.9543 -2.2264
14 H -0.3638 -0.6910 -2.5277

Atomic forces in eV per Å
C -2.28 0.15 3.90
C -1.34 0.39 -0.09
C -0.46 6.92 -2.64
Cl -0.62 -0.59 -0.32
C -1.20 -0.80 0.56
Cl 0.64 -0.27 -0.14
H -0.34 0.39 -0.01
H 2.45 -2.04 -1.86
H 1.80 0.33 -0.22
H 0.10 -0.18 -0.30
H 0.68 -0.38 -0.51
H -0.02 -5.17 1.36
H -0.12 1.38 -0.10
H 0.73 -0.11 0.38

gap between HOMO and LUMO: 11.55 eV
energy relative to the best compared isomer or geometry (same formula, charge and spin): 30.14 kcal per mole
E_LUMO: 1.0 eV
SMILES: CC[C@@H](Cl)CCl

These are the Löwdin partial charges, in e, on atoms 1 to 2:
1 C -0.13
2 C -0.32


(4)
Density functional theory data (wB97M-V/def2-TZVPD) for C2HN3O3 as an isolated structure.

Element x y z (Å)
1 C 1.1638 -0.2076 1.3211
2 C -1.2684 0.4971 -1.0525
3 H 1.4912 -1.5410 1.5195
4 N 0.3446 -0.2304 0.2235
5 N 0.3617 -0.9599 -0.9961
6 N -0.5097 -0.3829 -1.8052
7 O 1.3173 0.9707 1.8652
8 O -2.1979 1.0999 -1.4087
9 O -0.7026 0.7539 0.3333

Atomic forces in eV per Å
C 1.71 2.08 2.44
C 0.18 2.14 1.53
H -0.23 4.50 -0.01
N -2.23 0.10 -1.30
N -1.76 3.69 0.64
N 2.60 -2.81 3.09
O -0.22 -7.26 -1.90
O -1.31 0.54 -0.26
O 1.25 -3.00 -4.24

gap between HOMO and LUMO: 8.85 eV
energy relative to the best compared isomer or geometry (same formula, charge and spin): 162.39 kcal per mole
E_LUMO: -2.0 eV

These are the Löwdin partial charges, in e, on atoms 1 to 2:
1 C -0.20
2 C -0.47


| no. | F_max (eV/A) |
| --- | --- |
| 1 | 2.3 |
| 2 | 2.9 |
| 3 | 7.4 |
| 4 | 7.5 |